No. 1
{"formula": "C28H54Br2ClF2N3O4Si", "method": "the ωB97M-V functional and the def2-TZVPD basis", "total_charge": 0, "lumo_energy_ev": 0.33, "e_tot_ev": -208484.7602, "e_above_lowest_kcal_mol": 154.3, "species": ["C", "C", "N", "C", "O", "C", "C", "F", "F", "C", "C", "Si", "C", "C", "C", "C", "C", "C", "C", "C", "C", "O", "C", "Cl", "Br", "C", "Br", "C", "C", "H", "H", "H", "H", "H", "H", "H", "H", "H", "H", "H", "H", "H", "H", "H", "H", "H", "H", "H", "H", "H", "H", "H", "H", "H", "H", "H", "H", "H", "H", "H", "H", "C", "O", "C", "C", "C", "N", "H", "H", "H", "H", "H", "H", "H", "H", "H", "H", "H", "C", "O", "C", "C", "C", "N", "H", "H", "H", "H", "H", "H", "H", "H", "H", "H", "H"], "xyz": [[-2.112, -2.883, -4.981], [-3.171, -3.826, -4.185], [-3.538, -3.317, -2.840], [-2.404, -3.244, -1.889], [-2.873, -3.127, -0.503], [-3.067, -1.740, -0.154], [-1.855, -1.090, 0.694], [-2.439, -0.010, 1.482], [-0.909, -0.494, -0.199], [-1.190, -2.085, 1.765], [0.111, -1.405, 2.429], [1.232, -2.667, 3.394], [0.564, -2.956, 5.170], [1.223, -4.418, 2.546], [3.101, -2.129, 3.364], [4.060, -3.028, 4.223], [5.577, -2.707, 4.226], [6.062, -1.494, 3.371], [5.097, -0.596, 2.519], [3.568, -0.918, 2.515], [-1.255, -4.338, -2.062], [-0.208, -3.982, -1.073], [1.032, -3.686, -1.762], [2.453, -3.540, -0.571], [0.982, -1.953, -2.751], [-1.638, -5.868, -1.801], [-3.512, -6.263, -1.308], [-0.703, -6.620, -0.693], [-1.179, -6.344, 0.822], [-1.047, -3.303, -4.975], [-2.448, -2.918, -6.089], [-2.126, -1.804, -4.614], [-4.138, -3.782, -4.822], [-2.866, -4.945, -4.206], [-4.373, -3.766, -2.445], [-1.896, -2.219, -2.090], [-3.373, -1.083, -1.051], [-3.980, -1.714, 0.558], [-0.956, -3.057, 1.216], [-1.948, -2.333, 2.584], [0.775, -1.043, 1.553], [-0.209, -0.522, 3.087], [-0.491, -3.427, 5.079], [0.433, -2.008, 5.792], [1.188, -3.750, 5.737], [0.812, -4.326, 1.475], [0.674, -5.204, 3.176], [2.304, -4.817, 2.420], [3.615, -3.902, 4.826], [6.283, -3.384, 4.827], [7.190, -1.271, 3.374], [5.446, 0.273, 1.871], [2.799, -0.329, 1.909], [-0.705, -4.295, -3.079], [1.346, -4.538, -2.475], [-1.426, -6.445, -2.783], [0.412, -6.466, -0.875], [-0.899, -7.747, -0.879], [-1.623, -5.303, 0.970], [-2.036, -7.094, 1.033], [-0.356, -6.614, 1.575], [2.366, 3.602, -1.962], [1.634, 2.486, -1.484], [1.679, 2.315, -0.070], [0.673, 3.187, 0.708], [1.104, 4.646, 0.831], [-0.665, 3.135, 0.106], [3.273, 3.781, -1.377], [1.735, 4.493, -1.969], [2.656, 3.397, -2.995], [1.418, 1.265, 0.106], [2.702, 2.446, 0.305], [0.607, 2.783, 1.725], [0.970, 5.205, -0.096], [0.508, 5.153, 1.596], [2.155, 4.721, 1.127], [-0.987, 2.168, 0.111], [-0.559, 3.347, -0.886], [-2.824, 8.534, -2.450], [-1.446, 8.735, -2.716], [-0.719, 9.328, -1.644], [-0.265, 8.333, -0.556], [-1.387, 7.911, 0.388], [0.340, 7.131, -1.142], [-3.244, 9.328, -1.826], [-2.981, 7.560, -1.984], [-3.354, 8.530, -3.405], [0.180, 9.756, -2.102], [-1.277, 10.169, -1.214], [0.495, 8.838, 0.051], [-2.075, 7.197, -0.068], [-0.972, 7.428, 1.277], [-1.965, 8.777, 0.722], [1.148, 7.411, -1.698], [-0.315, 6.769, -1.837]], "forces_ev_per_a": [[-0.4, -0.9, -0.6], [-0.8, 0.2, -1.3], [0.9, -0.4, 0.1], [0.6, 1.8, -0.3], [0.5, 0.7, -1.7], [-1.1, 0.8, 1.1], [-0.7, -0.1, 0.7], [1.1, -1.5, -1.8], [-1.5, -1.0, 1.7], [0.4, 0.5, -0.5], [-0.1, -0.1, -0.9], [0.2, -0.6, -0.1], [-0.7, -0.6, 0.7], [0.6, -0.5, -0.5], [2.5, 0.8, 0.2], [1.7, 3.2, -2.2], [-3.1, 1.9, -2.1], [-2.7, -0.5, -0.1], [-1.8, -3.1, 1.9], [3.1, -2.6, 2.4], [0.3, -0.6, 0.8], [1.7, 0.7, -1.9], [0.0, -0.9, 0.7], [-1.6, -0.2, -0.9], [-0.1, -0.9, 0.3], [2.1, -1.1, -0.3], [0.5, 0.2, -0.4], [-1.0, -0.7, 0.1], [-0.4, -1.1, -0.2], [-1.5, 0.7, 0.2], [0.6, 0.3, 1.8], [0.0, -1.5, -0.4], [1.5, -0.1, 1.2], [-0.2, 1.7, 0.1], [0.8, 0.0, -0.2], [-0.4, -1.8, 0.1], [0.8, -1.0, 1.3], [1.6, -0.1, -1.0], [-0.2, 1.4, 0.7], [0.8, 0.5, -1.3], [-1.1, -0.3, 1.4], [0.6, -1.2, -1.1], [1.6, 0.7, 0.0], [0.4, -1.3, -0.7], [-0.9, 1.5, -0.8], [0.4, -0.4, 1.7], [0.5, 1.2, -1.1], [-1.7, 0.8, 0.3], [0.9, 1.6, -1.1], [-1.0, 1.4, -1.1], [-2.0, -0.3, -0.1], [-0.2, -1.4, 1.2], [1.4, -0.9, 1.0], [-1.6, 0.2, 1.4], [-0.7, 1.6, 1.0], [-0.7, 1.0, 1.5], [-1.6, 0.2, 0.2], [0.4, 1.8, 0.2], [0.9, -1.3, -0.1], [1.3, 1.3, -0.3], [-1.2, 0.8, -1.2], [-0.3, -0.1, -0.3], [0.3, 0.0, 0.4], [-0.3, -0.3, 0.1], [0.1, 0.3, -0.3], [0.1, 0.0, 0.1], [0.1, -0.3, -0.1], [-0.1, 0.0, 0.1], [0.2, 0.2, 0.1], [0.0, -0.1, 0.1], [-0.1, 0.0, -0.1], [0.0, 0.2, 0.0], [0.0, -0.2, -0.1], [0.0, -0.1, 0.2], [0.0, -0.1, -0.1], [0.0, 0.0, 0.0], [-0.1, 0.1, 0.1], [0.0, 0.1, 0.2], [0.1, -0.2, -0.3], [0.0, 0.3, 0.4], [0.3, 0.0, -0.2], [-0.4, -0.2, -0.2], [0.0, 0.0, 0.3], [0.1, 0.4, -0.4], [0.1, 0.0, 0.1], [-0.2, 0.1, 0.1], [0.1, 0.1, 0.0], [-0.1, -0.1, -0.1], [-0.1, -0.1, 0.1], [0.0, 0.0, -0.1], [0.1, 0.0, 0.0], [0.0, 0.0, -0.2], [0.0, 0.0, 0.0], [0.0, 0.0, 0.1], [0.0, 0.0, 0.2]]}


No. 2
{"formula": "C28H54N2O5PS", "method": "the ωB97M-V functional and the def2-TZVPD basis", "total_charge": 1, "lumo_energy_ev": -2.99, "e_tot_ev": -63226.3443, "species": ["C", "C", "C", "C", "C", "O", "C", "C", "C", "C", "C", "C", "C", "C", "C", "C", "S", "O", "O", "O", "C", "O", "C", "C", "C", "C", "C", "C", "N", "P", "C", "C", "C", "C", "H", "H", "H", "H", "H", "H", "H", "H", "H", "H", "H", "H", "H", "H", "H", "H", "H", "H", "H", "H", "H", "H", "H", "H", "H", "H", "H", "H", "H", "H", "H", "H", "H", "H", "H", "H", "H", "H", "H", "H", "H", "H", "H", "H", "H", "H", "H", "H", "H", "H", "H", "C", "C", "N", "H", "H", "H"], "xyz": [[-5.008, -0.803, 1.982], [-3.651, -1.022, 2.372], [-2.053, -1.309, 2.279], [-1.408, -2.117, 1.000], [-2.249, -3.286, 0.233], [-2.177, -3.253, -1.235], [-2.099, -4.610, -1.797], [-1.209, -4.467, -3.196], [-0.512, -1.016, 0.128], [0.687, -1.971, -0.449], [1.045, -1.778, -2.039], [2.108, -0.519, -2.177], [-1.222, 0.120, -0.776], [-2.804, -0.046, -1.125], [-3.145, -0.247, -2.715], [-2.690, 0.950, -3.713], [-2.676, 2.679, -3.029], [-2.553, 3.642, -4.275], [-1.401, 3.018, -2.161], [-4.073, 3.178, -2.200], [0.017, -0.206, 1.498], [0.932, 0.920, 1.368], [2.299, 0.620, 1.813], [3.322, 1.869, 1.377], [4.228, 1.367, 0.098], [4.353, 2.298, 2.596], [5.288, 3.628, 2.206], [3.598, 2.700, 4.004], [-1.039, -0.205, 2.631], [-1.558, 1.307, 3.365], [-2.905, 2.287, 2.518], [-2.450, 3.162, 1.170], [-0.151, 2.352, 4.106], [0.154, 3.748, 3.254], [-6.111, -0.626, 1.559], [-1.887, -2.094, 3.156], [-0.564, -2.758, 1.554], [-1.940, -4.318, 0.719], [-3.392, -3.135, 0.534], [-1.483, -5.375, -1.128], [-3.187, -5.007, -1.975], [-0.102, -4.714, -2.901], [-1.306, -3.339, -3.513], [-1.678, -5.225, -3.970], [0.475, -3.140, -0.320], [1.715, -1.805, 0.133], [0.095, -1.661, -2.740], [1.667, -2.747, -2.353], [3.017, -0.771, -1.454], [2.466, -0.401, -3.286], [1.547, 0.434, -1.751], [-0.680, 0.367, -1.814], [-1.126, 1.148, -0.175], [-3.353, 0.969, -0.813], [-3.376, -0.885, -0.543], [-4.302, -0.464, -2.870], [-2.573, -1.228, -3.066], [-3.432, 0.946, -4.648], [-1.614, 0.739, -4.183], [-4.613, 2.420, -1.835], [0.744, -1.051, 1.929], [2.778, -0.342, 1.340], [2.297, 0.443, 2.981], [2.635, 2.777, 1.028], [4.555, 0.229, 0.184], [3.641, 1.448, -0.925], [5.226, 1.987, -0.047], [5.094, 1.382, 2.767], [5.584, 4.156, 3.234], [6.269, 3.188, 1.717], [4.714, 4.350, 1.480], [2.885, 3.615, 3.765], [2.997, 1.831, 4.505], [4.385, 3.063, 4.808], [-0.502, -0.671, 3.429], [-3.257, 3.137, 3.283], [-3.888, 1.736, 2.204], [-3.123, 2.866, 0.255], [-1.287, 3.005, 0.971], [-2.611, 4.317, 1.347], [0.820, 1.721, 4.325], [-0.530, 2.735, 5.172], [0.859, 4.416, 3.925], [0.700, 3.417, 2.253], [-0.815, 4.392, 3.063], [2.596, -5.105, -5.423], [3.070, -4.071, -4.414], [3.464, -3.214, -3.577], [1.689, -5.594, -5.057], [2.379, -4.621, -6.379], [3.371, -5.861, -5.574]], "forces_ev_per_a": [[9.7, -1.6, 2.0], [-8.7, 2.0, -4.4], [-2.2, -3.1, 1.5], [1.5, 0.1, -0.1], [-2.1, 0.3, 1.2], [0.8, -1.6, 2.1], [0.9, -0.6, -1.1], [-1.1, -0.1, 1.2], [-0.3, -0.2, 2.2], [1.1, -0.5, -1.2], [1.3, -0.2, 0.3], [-0.9, -0.6, 0.7], [-0.4, 1.2, -0.6], [-1.2, 0.8, -0.4], [0.2, -1.0, 0.1], [-0.7, -1.9, -1.1], [5.7, 7.1, -2.5], [-1.7, -4.3, 4.3], [-5.2, -2.6, -1.9], [0.9, -2.3, -0.7], [4.8, -3.9, -1.0], [-1.5, -1.4, 0.2], [2.0, 0.2, 0.8], [0.1, -0.3, -0.2], [0.2, -0.1, -0.8], [0.0, 0.3, 0.5], [0.1, -1.2, 0.4], [0.1, 0.3, -0.2], [1.7, -0.6, -1.1], [-2.8, 1.3, 3.8], [-0.7, 2.7, -2.1], [0.3, 0.3, 0.1], [0.6, 2.0, 0.2], [0.7, -0.5, 0.3], [3.0, -0.6, 1.6], [-0.7, 1.8, -1.7], [-1.6, 1.6, -1.2], [-0.4, 2.0, -1.4], [2.2, -0.3, -0.6], [-1.5, 1.8, -1.0], [2.1, 0.7, 0.3], [-2.1, 0.5, -0.9], [0.2, -2.4, 0.3], [1.3, 1.7, 1.4], [0.0, 2.7, -0.1], [-2.3, -0.2, -1.2], [2.0, -0.2, 1.6], [-1.7, 2.2, 0.6], [-1.9, 0.6, -1.8], [-0.7, -0.1, 2.3], [1.4, -1.7, -1.1], [-0.9, -0.9, 2.5], [-0.1, -2.3, -1.4], [1.2, -2.1, -0.4], [1.3, 1.5, -1.0], [2.4, 0.6, 0.5], [-1.3, 2.1, 0.6], [1.6, 0.4, 2.1], [-2.2, 1.1, 1.4], [0.9, 0.8, -0.6], [-1.5, 1.6, -0.9], [-1.4, 1.7, 0.7], [0.0, 0.5, -2.2], [1.5, -1.8, 0.9], [-0.7, 2.4, 0.1], [1.1, -0.1, 2.2], [-2.2, -1.1, 0.5], [-1.6, 1.9, -0.3], [-0.7, -1.0, -2.5], [-2.0, 1.3, 0.8], [1.2, -1.4, 1.5], [1.4, -2.0, 0.6], [1.1, 1.6, -1.0], [-1.6, -0.8, -1.8], [-1.0, 1.2, -1.2], [1.0, -2.3, -1.1], [2.3, 0.4, 1.1], [1.7, 0.6, 1.7], [-2.7, 0.3, 0.1], [0.3, -2.4, -0.3], [-2.0, 1.2, -0.7], [0.5, -1.3, -2.3], [-1.3, -1.4, -1.5], [-1.3, 1.1, 2.1], [1.9, -1.6, 0.3], [0.4, 0.8, 0.8], [2.6, 5.6, 5.5], [-3.0, -6.9, -6.8], [0.2, 0.1, 0.0], [0.1, 0.0, 0.2], [-0.1, 0.2, 0.1]]}